Record 1
C5H20N2O4 | ωB97M-V/def2-TZVPD

Last column: natural (NBO) charge in e.
Atoms and positions in Å:
O1 1.407 -3.331 -1.147  -0.959
O2 0.733 3.478 -0.538  -0.958
O3 2.572 -1.006 -0.060  -0.779
O4 0.927 -0.885 2.195  -0.979
N1 -0.738 0.962 0.013  -0.672
N2 -2.434 -0.838 1.677  -0.833
C1 0.928 0.050 -1.601  -0.435
C2 -2.174 1.155 0.194  -0.234
C3 -2.673 0.627 1.522  -0.243
C4 -0.347 -0.209 -0.756  -0.226
C5 2.194 0.202 -0.786  -0.074
H1 -2.457 -1.264 0.764  0.338
H2 0.999 -0.853 -2.226  0.203
H3 -1.465 -0.983 1.962  0.370
H4 3.020 0.454 -1.453  0.176
H5 2.024 -1.754 -0.346  0.492
H6 -1.120 -0.572 -1.428  0.197
H7 -2.732 0.686 -0.615  0.185
H8 -3.752 0.701 1.675  0.195
H9 -2.206 1.114 2.376  0.188
H10 -2.426 2.204 0.007  0.190
H11 -0.278 0.940 0.903  0.379
H12 2.151 0.956 0.004  0.182
H13 1.209 -4.123 -0.640  0.494
H14 0.690 4.096 -1.277  0.459
H15 0.004 2.859 -0.735  0.489
H16 1.290 -0.464 2.980  0.473
H17 -0.011 -1.088 -0.206  0.183
H18 0.931 0.870 -2.315  0.214
H19 2.263 -3.386 -1.583  0.489
H20 1.471 -0.596 1.439  0.494

Values from the calculation:
ΔE to the lowest compared entry with this formula, charge and spin: 0.8311 eV
Molecular weight: 172.2 g mol⁻¹
SMILES: NCCNCCCO.O.O.O
Frontier orbital gap: 9.158 eV
Strongest force on any atom: 1.90 eV/A


Record 2
C17H40N8O2PS3Ta | ωB97M-V/def2-TZVPD

Last column: Mulliken charge in e.
Atoms and positions in Å:
Ta1 -0.367 -0.039 -0.509  2.423
S1 1.062 -0.326 1.528  -0.712
S2 1.895 -0.409 -1.791  -0.464
S3 -0.469 -2.486 -0.352  -0.610
P1 0.610 -2.308 1.388  0.916
O1 -0.301 -2.830 2.595  -0.271
O2 1.971 -3.120 1.401  -0.201
N1 5.440 1.309 -1.700  -0.669
N2 3.500 1.610 -0.670  0.296
N3 -0.753 2.057 0.656  -0.366
N4 -0.418 1.574 -2.406  -0.200
N5 2.547 2.204 0.188  -0.584
N6 -2.277 -0.194 0.938  -0.712
N7 -2.011 -0.596 -2.287  -0.576
N8 4.493 0.389 -2.139  0.244
C1 4.851 2.021 -0.806  0.934
C2 -1.741 -0.071 -3.688  -0.737
C3 1.233 -5.390 0.700  -1.055
C4 2.171 -4.605 1.591  0.024
C5 5.443 3.147 -0.019  -1.386
C6 -3.493 -0.394 -2.065  -0.613
C7 -0.501 0.815 -3.702  -0.836
C8 1.080 -3.062 4.638  -1.228
C9 -1.933 3.216 -1.195  0.202
C10 -1.861 2.115 1.694  -0.917
C11 -2.132 0.706 2.148  -0.280
C12 -0.126 -2.382 4.036  -0.057
C13 -1.346 2.782 -2.531  -1.095
C14 3.313 0.562 -1.535  0.301
C15 -3.963 -1.013 -0.753  -0.976
C16 -0.836 3.346 -0.134  -0.977
C17 -3.718 -0.118 0.460  -0.715
H1 -1.075 -2.698 4.477  0.340
H2 0.539 1.944 -2.370  0.322
H3 1.352 -5.054 -0.333  0.260
H4 -1.036 4.169 0.561  0.474
H5 -1.290 0.370 2.757  -0.140
H6 -4.014 -0.819 -2.928  0.569
H7 -2.678 2.484 -0.882  -0.325
H8 -2.727 2.567 1.210  0.426
H9 2.013 -4.828 2.642  0.154
H10 -3.467 -1.974 -0.595  0.278
H11 1.994 -2.787 4.107  0.296
H12 0.123 2.131 1.180  0.326
H13 4.934 4.088 -0.198  0.397
H14 -1.553 2.753 2.525  0.509
H15 6.484 3.251 -0.312  0.357
H16 -2.149 2.505 -3.211  0.578
H17 2.790 3.209 0.268  0.289
H18 -3.660 0.687 -2.066  0.315
H19 -0.766 3.591 -2.980  0.361
H20 -2.624 0.487 -4.008  0.492
H21 5.429 2.952 1.049  0.349
H22 2.658 1.796 1.126  0.302
H23 -0.027 -1.299 4.039  0.199
H24 3.220 -4.727 1.322  0.331
H25 0.197 -5.242 1.039  0.287
H26 -2.187 -1.151 1.299  0.400
H27 0.990 -4.137 4.565  0.329
H28 -2.455 4.155 -1.344  0.429
H29 -1.579 -0.906 -4.372  0.411
H30 -3.037 0.631 2.769  0.551
H31 4.743 -0.330 -2.832  0.202
H32 -0.552 1.510 -4.544  0.537
H33 -5.029 -1.219 -0.811  0.417
H34 0.143 3.528 -0.589  0.347
H35 1.474 -6.451 0.746  0.445
H36 0.406 0.206 -3.819  0.259
H37 -3.910 0.933 0.232  0.413
H38 1.207 -2.791 5.683  0.443
H39 -4.360 -0.432 1.282  0.517
H40 -1.884 -1.613 -2.363  0.449

Values from the calculation:
Multiplicity: 2
Molecular weight: 696.7 g mol⁻¹
Total charge: +3
Frontier orbital gap (spin up / spin down): 6.607 / 7.596 eV
Strongest force on any atom: 2.37 eV/A


Record 3
C27H21N2O7Pd | ωB97M-V/def2-TZVPD

Last column: natural (NBO) charge in e.
Atoms and positions in Å:
Pd1 0.987 -0.232 1.928  0.966
O1 -3.664 -3.919 -1.784  -0.741
O2 -4.665 -1.891 -1.636  -0.743
O3 2.183 0.763 3.205  -0.689
O4 3.904 0.266 4.561  -0.631
O5 -2.655 1.378 1.773  -0.618
O6 0.651 0.506 -1.511  -0.588
O7 -0.533 0.960 2.325  -0.697
N1 2.755 -1.253 1.619  -0.460
N2 -0.470 -1.264 0.948  -0.456
C1 3.216 0.088 3.573  0.734
C2 3.542 -1.092 2.661  0.153
C3 -3.606 5.096 0.381  -0.631
C4 4.693 -1.871 2.876  -0.247
C5 2.876 -2.865 -1.653  -0.213
C6 -1.395 3.980 -0.010  -0.229
C7 -0.440 0.874 -1.905  0.431
C8 -0.417 -2.469 0.374  0.030
C9 -1.472 -2.982 -0.350  -0.232
C10 -3.218 1.225 -2.748  -0.658
C11 -2.749 4.068 -0.300  0.052
C12 -2.542 2.155 -1.771  0.087
C13 -1.660 0.686 1.732  0.752
C14 -2.631 -2.233 -0.504  -0.037
C15 3.149 -2.081 0.600  0.222
C16 2.478 -2.038 -0.641  -0.164
C17 4.275 -2.917 0.759  -0.133
C18 -3.298 3.168 -1.202  -0.237
C19 -3.782 -2.739 -1.413  0.730
C20 3.949 -3.764 -1.476  -0.206
C21 5.025 -2.815 1.954  -0.109
C22 4.642 -3.781 -0.300  -0.180
C23 -0.596 2.977 -0.534  0.093
C24 -1.623 -0.573 0.896  0.078
C25 -2.708 -1.019 0.171  -0.208
C26 0.857 2.964 -0.145  -0.634
C27 -1.188 2.033 -1.399  -0.235
H1 2.365 -2.819 -2.606  0.225
H2 1.689 -1.312 -0.790  0.256
H3 -0.952 4.695 0.675  0.203
H4 5.494 -4.437 -0.164  0.210
H5 -0.947 0.291 -2.691  0.126
H6 5.887 -3.458 2.092  0.213
H7 -4.541 5.254 -0.157  0.209
H8 -4.241 1.555 -2.918  0.219
H9 -3.086 6.051 0.468  0.210
H10 -2.709 1.212 -3.715  0.208
H11 4.238 -4.421 -2.286  0.215
H12 1.503 2.701 -0.980  0.224
H13 0.501 -3.023 0.502  0.200
H14 1.046 2.241 0.649  0.243
H15 -4.351 3.241 -1.453  0.203
H16 -3.286 0.197 -2.389  0.263
H17 -1.418 -3.955 -0.819  0.253
H18 -3.851 4.757 1.390  0.235
H19 -3.611 -0.425 0.133  0.272
H20 1.138 3.947 0.233  0.202
H21 5.262 -1.679 3.775  0.255

Values from the calculation:
ΔE to the lowest compared entry with this formula, charge and spin: 0.0000 eV
Molecular weight: 591.9 g mol⁻¹
Total charge: -1
Frontier orbital gap: 6.918 eV
Strongest force on any atom: 0.89 eV/A


Record 4
H2NO3S | ωB97M-V/def2-TZVPD

Last column: natural (NBO) charge in e.
Atoms and positions in Å:
S1 0.679 0.060 1.217  1.536
O1 0.625 -1.383 1.471  -0.991
O2 -0.430 0.718 1.861  -0.995
O3 0.281 0.435 -2.201  -0.761
N1 -0.068 0.169 -0.893  -0.449
H1 -0.692 0.731 -0.437  0.318
H2 -0.395 -0.730 -1.018  0.342

Values from the calculation:
ΔE to the lowest compared entry with this formula, charge and spin: 3.6677 eV
Molecular weight: 96.1 g mol⁻¹
Total charge: -1
Frontier orbital gap (spin up / spin down): 6.815 / 6.814 eV
Strongest force on any atom: 3.60 eV/A


Record 5
C20H29BF3NO3P | ωB97M-V/def2-TZVPD

Last column: natural (NBO) charge in e.
Atoms and positions in Å:
P1 -0.502 3.314 2.038  1.307
F1 -1.856 -1.078 4.677  -0.387
F2 2.804 -2.606 0.072  -0.336
F3 -4.097 0.194 -0.032  -0.325
O1 -0.254 3.982 3.363  -1.136
O2 1.567 1.576 1.691  -0.732
O3 4.586 -0.449 1.479  -0.749
N1 0.278 -0.846 -1.015  -0.703
C1 -2.708 -0.614 3.662  0.064
C2 3.777 0.734 1.514  0.090
C3 -5.143 0.369 -3.985  -0.240
C4 -3.518 0.737 -2.240  -0.235
C5 -5.701 -0.175 -1.704  -0.292
C6 -3.884 0.790 -3.578  -0.204
C7 -6.047 -0.112 -3.047  -0.198
C8 -4.442 0.256 -1.333  0.392
C9 -0.568 -0.210 -0.303  0.189
C10 2.858 -3.636 -2.030  -0.293
C11 3.138 -3.557 -3.388  -0.202
C12 -0.525 0.419 2.721  -0.686
C13 -2.054 0.458 2.797  -0.429
C14 4.344 1.678 2.551  -0.626
C15 2.318 0.401 1.774  -0.074
C16 3.545 -1.327 -1.761  -0.258
C17 3.621 -2.377 -3.934  -0.243
C18 3.822 -1.271 -3.118  -0.177
C19 3.070 -2.518 -1.251  0.410
C20 -0.439 1.212 0.067  -0.759
B1 0.099 1.465 1.641  0.324
H1 5.319 2.065 2.248  0.196
H2 -6.383 -0.546 -0.952  0.226
H3 4.464 1.144 3.497  0.202
H4 -1.884 3.378 1.662  -0.151
H5 4.031 -1.222 1.319  0.475
H6 0.024 -1.833 -1.062  0.320
H7 -3.600 -0.235 4.170  0.150
H8 -0.205 -0.604 2.468  0.196
H9 -2.985 -1.493 3.072  0.143
H10 -2.541 1.048 -1.896  0.242
H11 -5.419 0.414 -5.030  0.209
H12 3.830 1.218 0.526  0.144
H13 2.227 -0.069 2.770  0.153
H14 2.975 -4.423 -4.018  0.207
H15 4.187 -0.344 -3.542  0.211
H16 1.987 -0.340 1.030  0.170
H17 3.836 -2.317 -4.993  0.207
H18 -1.422 -0.735 0.150  0.134
H19 -2.448 0.317 1.785  0.203
H20 -0.054 4.097 0.928  -0.134
H21 -7.029 -0.443 -3.360  0.209
H22 -2.377 1.448 3.132  0.203
H23 0.268 1.702 -0.610  0.231
H24 3.687 -0.477 -1.109  0.248
H25 -0.108 0.624 3.714  0.225
H26 2.478 -4.541 -1.574  0.223
H27 -3.173 1.160 -4.305  0.216
H28 3.650 2.508 2.692  0.239
H29 -1.422 1.694 -0.033  0.210

Values from the calculation:
Molecular weight: 430.2 g mol⁻¹
Total charge: -1
Frontier orbital gap: 7.429 eV
Strongest force on any atom: 0.37 eV/A


Record 6
C4H7NO | ωB97M-V/def2-TZVPD

Last column: natural (NBO) charge in e.
Atoms and positions in Å:
O1 -0.071 -0.036 -2.085  -0.516
N1 -1.384 -0.234 0.452  -0.397
C1 -0.570 -1.305 -0.099  -0.375
C2 0.681 1.209 0.605  -0.698
C3 -0.784 0.854 0.711  0.154
C4 0.270 -0.878 -1.292  0.418
H1 -1.231 -2.103 -0.463  0.233
H2 1.323 0.486 0.098  0.211
H3 1.251 -1.390 -1.391  0.113
H4 0.063 -1.758 0.677  0.207
H5 1.077 1.333 1.619  0.233
H6 0.786 2.158 0.068  0.242
H7 -1.411 1.664 1.099  0.176

Values from the calculation:
ΔE to the lowest compared entry with this formula, charge and spin: 1.8930 eV
Molecular weight: 85.1 g mol⁻¹
SMILES: C/C=N\CC=O
Frontier orbital gap: 10.361 eV
Strongest force on any atom: 0.54 eV/A